Entry 1:
{
  "formula": "C19H30F9NO2P2Ti",
  "method": "ωB97M-V with the def2-TZVPD basis set",
  "elements": ["Ti", "P", "P", "N", "H", "C", "H", "H", "H", "C", "H", "H", "H", "C", "H", "H", "H", "C", "H", "H", "H", "C", "H", "H", "H", "C", "H", "H", "H", "C", "C", "C", "C", "C", "C", "H", "H", "H", "H", "H", "C", "O", "C", "H", "H", "H", "C", "H", "H", "H", "F", "C", "F", "F", "C", "O", "C", "F", "F", "F", "C", "F", "F", "F"],
  "positions_angstrom": [[-0.064319, -0.213009, -0.096167], [2.500596, -0.212035, -0.732067], [-2.622622, 0.012987, -0.449036], [-0.065605, 0.821070, -1.670758], [1.244940, -2.891591, 1.158276], [3.165927, -1.695426, -1.570216], [4.265708, -1.667744, -1.583550], [2.785981, -1.735858, -2.597474], [2.826659, -2.593062, -1.038908], [3.541222, -0.156090, 0.755567], [4.602557, -0.282601, 0.494342], [3.229743, -0.952839, 1.425930], [3.387678, 0.790124, 1.283382], [3.213247, 1.162989, -1.699656], [4.309773, 1.169164, -1.633008], [2.819933, 2.108177, -1.308153], [2.904790, 1.085300, -2.747595], [-3.554292, -1.390356, -1.143171], [-4.632991, -1.213175, -1.018092], [-3.256989, -2.303645, -0.609890], [-3.309051, -1.508961, -2.205313], [-3.328858, 0.124551, 1.218121], [-4.424509, 0.129960, 1.138886], [-2.988560, 1.031177, 1.720844], [-3.010616, -0.730091, 1.823924], [-3.263612, 1.522840, -1.235418], [-4.337284, 1.632086, -1.031686], [-3.075845, 1.489047, -2.314572], [-2.716399, 2.382247, -0.826869], [-0.050983, 1.564248, -2.766340], [-0.009152, 1.859546, -5.242064], [-0.040077, 1.036679, -4.117893], [-0.037615, 3.009787, -2.693341], [-0.007554, 3.822151, -3.822635], [0.008268, 3.260792, -5.112668], [0.000044, 1.414974, -6.248242], [-0.059033, -0.047848, -4.215286], [-0.049894, 3.434357, -1.689898], [0.001835, 4.914024, -3.699462], [0.028047, 3.899021, -5.992893], [0.181166, -3.085853, 0.923264], [-0.172269, -2.043347, -0.007370], [0.131619, -4.518256, 0.421799], [-0.093590, -5.129213, 1.321649], [1.086119, -4.845617, 0.014713], [-0.655858, -4.693879, -0.314818], [-0.622858, -2.976164, 2.205606], [-1.561476, -3.530265, 2.087972], [-0.857975, -1.955761, 2.472932], [-0.076124, -3.441159, 3.035238], [-2.103647, 1.520518, 3.728142], [-1.124709, 0.639399, 4.049386], [-0.831853, 0.859626, 5.365206], [-1.673750, -0.613983, 3.956794], [0.110575, 0.730000, 3.086832], [-0.104648, 0.379241, 1.764310], [0.559117, 2.224602, 3.050815], [0.623094, 2.842937, 4.246161], [1.804536, 2.271552, 2.466185], [-0.283442, 2.934628, 2.233930], [1.168941, -0.183749, 3.820668], [2.105329, 0.554168, 4.482299], [0.640306, -1.044935, 4.742633], [1.820310, -0.977445, 2.938716]],
  "forces_ev_per_a": [[-0.202, 2.008, -3.127], [0.401, -0.108, 0.577], [0.218, -0.166, 0.840], [0.108, -2.454, 3.736], [-0.268, 0.016, 0.146], [-0.063, -0.064, -0.084], [-0.303, -0.006, -0.029], [0.069, -0.033, 0.191], [0.085, 0.170, -0.121], [0.501, -0.072, 0.014], [-0.216, 0.122, 0.161], [0.241, -0.017, -0.115], [0.087, -0.116, -0.108], [-0.294, 0.120, -0.123], [-0.273, -0.107, 0.008], [0.082, -0.151, -0.092], [0.017, 0.049, 0.163], [-0.073, 0.066, -0.163], [0.263, -0.145, -0.113], [-0.081, 0.262, -0.136], [-0.107, -0.018, 0.215], [-0.602, -0.072, 0.084], [0.139, 0.043, 0.246], [-0.083, -0.083, -0.185], [-0.076, 0.098, -0.154], [0.071, -0.056, -0.153], [0.231, -0.008, -0.112], [-0.055, 0.055, 0.191], [-0.139, -0.207, -0.094], [0.002, 1.716, -2.461], [-0.001, 0.389, 0.111], [-0.013, 0.163, 0.982], [0.005, -0.811, 0.051], [-0.014, -0.241, -0.202], [-0.020, -0.342, 0.440], [-0.008, 0.159, 0.545], [0.013, 0.151, -0.079], [0.013, 0.048, -0.194], [-0.002, -0.519, -0.062], [0.006, -0.135, 0.166], [0.978, 1.010, 0.118], [-0.059, -0.764, -0.065], [-0.341, -0.323, 0.225], [0.217, 0.048, -0.695], [-0.041, -0.017, -0.163], [0.002, 0.115, 0.070], [-0.309, -0.291, 0.048], [-0.028, 0.141, 0.052], [0.108, 0.079, -0.079], [-0.089, 0.088, -0.146], [0.821, -0.484, 0.154], [-1.720, -0.543, 0.347], [-0.061, -0.079, -1.482], [0.244, 1.353, 0.157], [-0.265, 0.262, -0.497], [0.002, -0.126, 1.490], [0.694, 0.742, -0.933], [-0.097, -0.438, -0.967], [-1.177, 0.202, 0.607], [0.956, -0.707, 1.153], [1.397, -0.943, 0.513], [-0.826, -0.570, -0.546], [0.521, 0.833, -0.904], [-0.584, 0.709, 0.584]],
  "mulliken_charge": [0.17, 1.27, 1.43, -0.24, -0.20, -1.32, 0.43, 0.33, 0.26, -1.24, 0.52, 0.24, 0.24, -1.31, 0.49, 0.31, 0.36, -1.36, 0.42, 0.31, 0.34, -1.31, 0.56, 0.14, 0.24, -1.25, 0.49, 0.33, 0.29, -0.52, -0.51, -0.26, -0.05, -0.56, -0.30, 0.33, 0.39, 0.39, 0.33, 0.36, 1.17, -0.49, -1.51, 0.44, 0.32, 0.31, -1.00, 0.46, -0.38, 0.44, -0.27, 0.34, -0.26, -0.23, 0.72, 0.29, 0.05, -0.24, -0.21, -0.22, 0.51, -0.29, -0.29, -0.18],
  "homo_energy_ev": [-6.471, -6.471],
  "e_tot_ha": -3378.29332,
  "total_charge": 0,
  "lumo_energy_ha": [0.006, 0.006]
}


Entry 2:
{
  "formula": "C4H12NO",
  "method": "ωB97M-V with the def2-TZVPD basis set",
  "elements": ["C", "C", "C", "C", "N", "O", "H", "H", "H", "H", "H", "H", "H", "H", "H", "H", "H", "H"],
  "positions_angstrom": [[2.063346, 0.456125, -0.668190], [-1.361561, -1.270158, 0.324946], [1.514463, -0.431403, 0.352097], [-0.726473, -0.006574, -0.105924], [-1.067740, 1.173775, 0.704711], [-0.718426, 0.414851, -1.335940], [1.494967, 0.442219, -1.566133], [2.096920, 1.380983, -0.166348], [3.071844, 0.150497, -0.838088], [-0.925106, -1.932866, -0.404881], [-2.455362, -1.510786, 0.265154], [-1.061191, -1.491325, 1.384038], [1.275266, -1.369692, 0.076595], [1.617582, -0.179888, 1.319245], [-2.058135, 1.311859, 0.520819], [-0.894117, 1.003680, 1.734648], [-0.544484, 2.022423, 0.251963], [-1.321791, -0.163724, -1.848704]],
  "forces_ev_per_a": [[0.498, -0.643, 1.089], [-0.556, -0.737, 0.640], [-4.122, 2.194, -3.269], [3.878, -1.011, 3.805], [0.731, 1.545, 0.303], [-1.326, -0.351, -3.198], [-0.264, 0.139, -0.815], [0.235, 1.769, -0.186], [0.942, -0.063, -0.560], [0.318, -1.052, 0.322], [0.440, 1.058, -0.149], [-0.051, -0.152, -1.160], [-0.108, -3.355, -0.408], [0.501, 0.481, 3.355], [-0.512, 0.627, 0.441], [-0.110, 0.665, -1.471], [-0.988, -1.733, 1.538], [0.492, 0.619, -0.279]],
  "mulliken_charge": [-0.91, -1.30, -0.69, 0.09, -0.21, -0.50, 0.32, 0.27, 0.37, 0.40, 0.39, 0.34, 0.44, 0.47, 0.35, 0.38, 0.41, 0.36],
  "homo_energy_ev": -12.457,
  "e_tot_ha": -289.22470,
  "total_charge": 1,
  "lumo_energy_ha": -0.132
}


Entry 3:
{
  "formula": "C4H10O4",
  "method": "ωB97M-V with the def2-TZVPD basis set",
  "elements": ["C", "C", "C", "C", "O", "O", "O", "O", "H", "H", "H", "H", "H", "H", "H", "H", "H", "H"],
  "positions_angstrom": [[0.202606, 0.175584, -0.965137], [0.625275, -0.238944, 0.341944], [-2.277281, -0.518228, 0.385630], [1.177532, 0.662765, 1.401371], [-1.235260, 0.413294, 0.410051], [2.207887, -0.492184, -0.599938], [-0.210497, -0.736840, -1.829082], [0.374412, 1.379730, -1.473081], [-0.478305, -0.303613, -2.652793], [0.798439, 1.956689, -0.821825], [2.189104, -1.380533, -0.979625], [0.384134, -1.260001, 0.599192], [-3.225600, -0.019381, 0.619432], [-2.399913, -0.986894, -0.604439], [-2.146836, -1.327571, 1.122925], [1.915912, 0.102848, 1.970964], [1.695246, 1.539232, 1.006858], [0.403142, 1.034047, 2.067553]],
  "forces_ev_per_a": [[-1.154, 0.432, 0.298], [1.885, -0.388, -1.073], [0.063, 0.050, -0.103], [-0.011, 0.217, 0.144], [-0.128, 0.009, -0.543], [-0.444, -0.134, 0.839], [-0.067, 0.423, 0.470], [-0.056, -0.426, 0.144], [0.070, 0.047, 0.040], [-0.086, -0.057, 0.002], [-0.016, 0.080, 0.107], [-0.088, 0.078, -0.003], [0.032, -0.010, 0.001], [0.016, -0.020, 0.073], [0.056, 0.048, -0.051], [0.019, -0.004, -0.047], [0.050, -0.128, -0.236], [-0.142, -0.215, -0.063]],
  "mulliken_charge": [0.68, 0.36, -0.66, -1.30, -0.57, -0.69, -0.44, -0.51, 0.36, 0.39, 0.25, 0.40, 0.25, 0.25, 0.25, 0.33, 0.31, 0.34],
  "homo_energy_ev": -8.479,
  "e_tot_ha": -459.23744,
  "total_charge": 0,
  "lumo_energy_ha": 0.020
}